A:
15
Properties=species:S:1:pos:R:3:lowdin_charge:R:1 method="wB97M-V/def2-TZVPD" homo_ev=-8.2
C 0.17 1.17 -2.71 -0.04
C 0.19 0.63 -1.46 -0.40
C 1.29 0.21 -0.67 0.06
C 0.50 -0.32 0.49 -0.75
C -1.96 -0.31 1.03 -0.09
H -0.85 0.77 -3.30 0.18
H -0.18 2.17 -2.72 0.08
H 1.16 1.16 -3.29 0.13
H 2.28 0.05 -0.81 0.08
H -3.04 -0.51 0.43 0.14
H -1.78 1.01 1.84 0.21
H -1.54 -1.17 1.74 0.07
N -0.82 -0.37 0.16 -0.23
O -1.04 0.40 -1.00 0.04
S 1.05 -0.77 2.06 0.53

=====

B:
15
Properties=species:S:1:pos:R:3:lowdin_charge:R:1 method="wB97M-V/def2-TZVPD" smiles="S=C1NC[C@@H]2C[C@H]2O1" homo_ev=-8.3
S 0.92 -3.05 1.14 0.60
C 0.47 -1.57 0.43 -0.91
N -0.90 -1.22 0.46 0.03
C -1.14 0.48 0.61 -0.02
C 0.28 0.89 0.23 -0.24
C 0.87 1.45 -1.03 0.00
C 0.44 0.05 -0.94 -0.33
O 1.27 -1.00 -0.46 -0.01
H -1.23 -1.77 1.23 0.06
H -1.46 0.63 1.57 0.05
H -2.07 0.81 -0.05 0.15
H 1.04 0.75 1.06 0.18
H 1.70 1.92 -0.65 0.09
H 0.29 1.76 -1.91 0.12
H -0.48 -0.13 -1.69 0.22

=====

C:
15
Properties=species:S:1:pos:R:3:lowdin_charge:R:1 method="wB97M-V/def2-TZVPD" smiles="C/C=C/C1=NOCS1" homo_ev=-8.6
C -2.68 1.15 0.83 -0.10
C -1.57 0.41 0.18 -0.14
C -0.28 0.58 0.47 -0.12
C 0.79 -0.18 -0.20 -0.61
N 0.57 -1.26 -0.85 0.05
O 1.72 -1.74 -1.47 -0.18
C 2.89 -1.25 -0.83 -0.45
S 2.46 0.39 -0.19 0.95
H -3.28 1.72 0.10 0.08
H -3.36 0.46 1.32 0.07
H -2.33 1.85 1.59 0.07
H -1.83 -0.30 -0.59 0.11
H 0.05 1.29 1.20 0.10
H 3.68 -1.21 -1.55 0.08
H 3.16 -1.92 -0.01 0.08

=====

Stability ranking, top and bottom: C is the most stable and A is the least stable.

=====

A:
15
Properties=species:S:1:pos:R:3:lowdin_charge:R:1 method="wB97M-V/def2-TZVPD" smiles="C=C[C@@H]1CNC(=O)S1" homo_ev=-9.3
C 0.71 0.91 -2.49 -0.05
C -0.01 0.48 -1.28 -0.23
C 0.71 -0.24 -0.05 -0.61
C -0.39 -1.27 0.63 -0.17
N -1.02 -0.51 1.75 0.04
C -0.29 0.58 2.12 -0.83
O -0.50 1.34 3.07 -0.04
S 1.09 0.97 1.18 1.04
H 1.96 0.88 -2.60 0.11
H 0.22 1.66 -3.25 0.06
H -1.32 0.41 -1.20 0.17
H 1.56 -0.80 -0.66 0.14
H 0.26 -2.17 0.97 0.13
H -1.03 -1.58 -0.26 0.11
H -1.95 -0.66 2.06 0.13

=====

B:
15
Properties=species:S:1:pos:R:3:lowdin_charge:R:1 method="wB97M-V/def2-TZVPD" smiles="Cc1o[nH]c(=S)c1C" homo_ev=-7.9
C -1.34 -1.16 0.09 0.01
C 0.11 -0.95 -0.22 -0.13
O 1.00 -2.03 -0.39 0.00
N 2.30 -1.60 -0.31 0.04
C 2.32 -0.31 0.04 -0.86
S 3.72 0.51 0.36 0.60
C 1.00 0.12 0.07 -0.22
C 0.70 1.63 0.20 -0.05
H -1.45 -1.95 0.75 0.06
H -2.03 -1.41 -0.66 0.07
H -1.69 -0.28 0.67 0.11
H 3.11 -2.19 -0.49 0.17
H 0.86 1.99 1.21 0.08
H -0.33 1.79 -0.04 0.06
H 1.41 2.16 -0.43 0.07

=====

Stability ranking, top and bottom: B is the most stable and A is the least stable.

=====

A:
19
Properties=species:S:1:pos:R:3:lowdin_charge:R:1 method="wB97M-V/def2-TZVPD" homo_ev=-7.5
C -0.81 2.14 1.29 -0.06
C -1.77 -1.07 -0.35 0.21
O 1.21 -2.52 -0.79 -0.18
C -1.68 0.21 0.07 -0.15
C -1.12 0.70 1.25 0.02
H -1.53 2.67 1.93 0.12
H -0.79 2.59 0.31 0.10
H 0.14 2.26 1.84 0.12
H -2.25 -1.29 -1.30 0.10
H -1.63 -1.94 0.28 0.10
H 1.65 -3.19 -0.28 -0.01
H -2.05 0.98 -0.59 0.13
H -0.99 0.18 2.19 0.14
H 0.41 0.46 -0.15 -0.06
H 1.76 0.30 -0.85 -0.04
O 0.97 0.92 -0.77 -0.08
H 3.62 -0.85 -1.78 -0.05
H 2.00 -1.87 -1.06 -0.03
O 2.85 -0.67 -1.24 -0.37

=====

B:
19
Properties=species:S:1:pos:R:3:lowdin_charge:R:1 method="wB97M-V/def2-TZVPD" smiles=OCCCCO.O homo_ev=-10.2
O 0.67 -1.07 2.78 -0.13
C -0.35 -0.32 1.96 -0.23
C 0.29 0.21 0.75 -0.19
C -0.89 0.51 -0.26 -0.18
C -0.65 1.54 -1.35 -0.28
O -0.94 2.87 -0.93 -0.07
H 0.99 -0.43 3.44 0.07
H -1.02 -1.16 1.81 0.12
H -0.69 0.40 2.72 0.12
H 0.94 -0.49 0.23 0.11
H 0.90 1.11 0.89 0.12
H -1.70 0.94 0.33 0.12
H -1.05 -0.47 -0.71 0.11
H -1.18 1.26 -2.28 0.11
H 0.43 1.53 -1.58 0.12
H -0.70 3.43 -1.67 0.08
O 1.90 -3.11 -2.37 -0.07
H 1.31 -2.73 -1.68 0.03
H 1.75 -4.01 -2.09 0.03

=====

Stability ranking, top and bottom: B is the most stable and A is the least stable.

=====

A:
19
Properties=species:S:1:pos:R:3:lowdin_charge:R:1 method="wB97M-V/def2-TZVPD" smiles="C=CC=C.O.O.O" homo_ev=-9.1
C -3.59 2.10 1.89 0.00
C -3.69 0.82 2.50 -0.13
C -3.06 -0.41 1.80 -0.20
C -3.44 -1.67 1.89 -0.02
H -2.80 2.21 1.16 0.04
H -3.82 3.06 2.38 0.04
H -4.05 0.79 3.54 0.08
H -2.24 -0.08 1.18 0.08
H -3.03 -2.56 1.28 0.09
H -4.09 -1.91 2.66 0.02
O 6.20 -2.13 -2.39 -0.09
H 5.27 -2.42 -2.40 0.03
H 6.14 -1.13 -2.36 0.06
O 1.12 -0.54 -1.43 -0.04
H 1.23 -1.23 -2.07 0.04
H 1.25 -1.08 -0.64 0.04
O 3.13 2.04 -2.26 -0.04
H 2.37 1.54 -1.93 0.02
H 2.85 2.79 -2.71 -0.01

=====

B:
19
Properties=species:S:1:pos:R:3:lowdin_charge:R:1 method="wB97M-V/def2-TZVPD" smiles="C/C=C/CO.O.O" homo_ev=-9.3
C 0.32 -1.82 1.29 -0.09
C 0.45 -0.76 0.22 -0.20
C -0.46 0.20 0.08 -0.13
C -0.33 1.25 -1.02 -0.24
O -1.51 2.08 -1.02 -0.08
H 1.07 -1.68 2.07 0.07
H 0.45 -2.81 0.87 0.07
H -0.65 -1.73 1.78 0.07
H 1.29 -0.73 -0.47 0.12
H -1.17 0.53 0.84 0.12
H 0.54 1.78 -0.62 0.11
H -0.20 0.90 -2.04 0.11
H -1.21 2.95 -0.82 0.07
O 2.30 1.38 1.70 -0.06
H 3.14 1.24 1.24 0.04
H 2.08 0.44 1.52 0.01
O -1.83 -1.36 -2.10 -0.05
H -2.22 -1.39 -1.21 0.04
H -2.05 -0.45 -2.33 0.02

=====

C:
19
Properties=species:S:1:pos:R:3:lowdin_charge:R:1 method="wB97M-V/def2-TZVPD" smiles=OCCCCO.O homo_ev=-9.9
O 0.58 0.30 2.29 -0.09
C -0.58 0.01 1.50 -0.25
C -0.32 -1.06 0.45 -0.20
C -1.30 -1.00 -0.72 -0.20
C -0.77 -0.39 -1.99 -0.26
O -0.13 0.87 -1.79 -0.08
H 0.74 -0.29 3.03 0.10
H -1.41 -0.29 2.16 0.13
H -0.87 0.96 1.06 0.12
H 0.70 -0.95 0.09 0.10
H -0.34 -2.05 0.90 0.11
H -2.22 -0.46 -0.45 0.11
H -1.75 -2.00 -0.88 0.12
H -1.61 -0.19 -2.66 0.12
H -0.04 -1.05 -2.47 0.12
H 0.55 0.81 -1.10 0.02
O 2.10 1.25 0.05 -0.05
H 1.55 1.16 0.85 0.02
H 2.78 0.57 0.14 0.06

=====

D:
19
Properties=species:S:1:pos:R:3:lowdin_charge:R:1 method="wB97M-V/def2-TZVPD" smiles="C/C=C/CO.O.O" homo_ev=-8.8
C -1.08 -1.74 0.88 -0.12
C -0.69 -0.44 1.46 -0.16
C -0.78 0.69 0.75 -0.14
C 0.11 1.84 1.05 -0.30
O 1.29 1.66 1.80 -0.05
H -0.14 -2.30 0.69 0.08
H -1.62 -2.50 1.47 0.07
H -1.50 -1.77 -0.15 0.09
H -0.20 -0.32 2.43 0.11
H -1.54 0.81 0.00 0.11
H -0.44 2.83 1.25 0.14
H 0.45 2.26 0.11 0.10
H 1.19 1.92 2.71 0.09
O 0.11 0.71 -1.93 -0.05
H 0.11 0.03 -1.24 0.02
H 0.69 0.28 -2.56 0.00
O 1.32 -1.69 -2.90 -0.04
H 0.66 -1.09 -3.25 0.02
H 2.06 -1.17 -2.57 0.05

=====

Stability ranking, top and bottom: C is the most stable and A is the least stable.

=====

A:
19
Properties=species:S:1:pos:R:3:lowdin_charge:R:1 method="wB97M-V/def2-TZVPD" smiles=OCCCCO.O homo_ev=-9.9
O -1.12 0.48 2.23 -0.06
C -0.44 -0.32 1.18 -0.24
C 0.86 0.31 0.80 -0.14
C 1.55 -0.70 -0.25 -0.20
C 1.18 -0.72 -1.62 -0.36
O -0.21 -0.68 -1.90 -0.11
H -0.76 0.17 2.99 0.01
H -0.23 -1.40 1.51 0.14
H -1.19 -0.26 0.41 0.08
H 0.50 1.21 0.33 0.11
H 1.49 0.39 1.55 0.05
H 1.12 -1.76 0.05 0.14
H 2.67 -0.51 -0.17 0.14
H 1.62 -1.62 -2.11 0.14
H 1.65 0.17 -2.03 0.11
H -0.71 0.16 -1.45 0.13
O -2.50 1.64 -0.90 0.00
H -3.13 1.17 -0.52 -0.05
H -2.35 2.27 -0.12 0.10

=====

B:
19
Properties=species:S:1:pos:R:3:lowdin_charge:R:1 method="wB97M-V/def2-TZVPD" smiles="CCCC=O.O.O" homo_ev=-9.8
C 0.69 -1.66 0.31 -0.09
C 2.06 -0.88 0.22 -0.25
C 1.91 0.60 0.44 -0.19
C 1.06 1.12 1.63 -0.24
O -0.13 1.41 1.61 0.03
H 0.73 -2.60 -0.30 0.07
H -0.22 -1.21 0.11 0.03
H 0.64 -1.96 1.42 0.10
H 2.52 -0.93 -0.75 0.09
H 2.74 -1.34 0.96 0.11
H 1.50 1.18 -0.42 0.13
H 2.90 0.91 0.72 0.09
H 1.67 1.32 2.50 0.10
O -0.39 5.75 -1.68 -0.04
H 0.39 5.97 -2.19 0.03
H -0.50 4.86 -1.98 0.01
O -6.17 -4.22 -0.95 -0.01
H -5.64 -4.93 -0.66 0.01
H -5.77 -3.40 -1.00 -0.01

=====

Stability ranking, top and bottom: B is the most stable and A is the least stable.

=====

A:
19
Properties=species:S:1:pos:R:3:lowdin_charge:R:1 method="wB97M-V/def2-TZVPD" homo_ev=-8.1
C 1.15 0.35 -0.44 -0.42
C 1.17 1.30 0.75 -0.13
N 2.21 -0.65 -0.46 -0.03
H 3.13 -0.22 -0.45 0.06
H 2.15 -1.21 0.38 0.05
H 1.27 0.95 -1.36 0.09
H -0.10 -0.01 -0.89 0.14
H 0.92 0.77 1.67 0.05
H 2.16 1.76 0.89 0.06
H 0.45 2.11 0.63 0.06
C -2.40 0.21 -0.19 -0.08
N -1.37 -0.70 -0.69 -0.12
C -0.53 -1.37 0.34 -0.32
O -0.64 -1.17 1.53 0.07
H -1.71 -1.33 -1.41 0.13
H 0.07 -2.15 -0.13 0.14
H -2.81 0.79 -1.02 0.09
H -1.93 0.90 0.51 0.08
H -3.19 -0.32 0.34 0.08

=====

B:
19
Properties=species:S:1:pos:R:3:lowdin_charge:R:1 method="wB97M-V/def2-TZVPD" smiles="CN(N)CO.C=C" homo_ev=-9.2
C 0.93 -0.36 -1.13 -0.10
N 0.65 0.11 0.22 -0.32
N 1.40 -0.57 1.22 0.03
C 0.91 1.59 0.37 -0.25
O 2.25 1.98 0.22 -0.05
H 0.26 0.15 -1.81 0.08
H 1.96 -0.18 -1.43 0.08
H 0.71 -1.43 -1.17 0.08
H 0.97 -1.48 1.38 0.08
H 2.37 -0.70 0.92 0.08
H 0.53 1.87 1.36 0.12
H 0.34 2.10 -0.41 0.12
H 2.74 1.66 0.98 0.08
C -2.40 -0.52 0.41 -0.08
C -2.95 -1.08 -0.65 -0.09
H -3.00 -0.23 1.27 0.04
H -1.30 -0.23 0.47 0.04
H -2.36 -1.40 -1.50 0.03
H -4.01 -1.28 -0.72 0.04

=====

Stability ranking, top and bottom: B is the most stable and A is the least stable.